1.
81
Properties=species:S:1:pos:R:3:forces:R:3 method="wB97M-V/def2-TZVPD" orbital_gap_ev="5.8174 / 3.9411" spin_multiplicity=3 s2=2.12 e_homo_ev="-12.43 / -13.14" lumo_energy_ev="-6.61 / -9.20" charge=+2
N 7.0932 -1.3935 -2.3161 0.9 -0.3 -0.3
C 6.8054 -2.0791 -1.2176 -0.9 0.4 0.3
C 5.6426 -1.8189 -0.4936 -0.1 0.2 -0.1
C 4.7337 -0.8223 -0.9327 0.2 0.1 -0.5
C 5.0809 -0.1283 -2.1344 0.2 -0.3 0.1
C 6.2837 -0.4438 -2.7746 -0.6 -0.1 0.7
C 3.4668 -0.7051 -0.2532 0.1 0.0 0.4
Pd 0.8250 0.1029 0.5141 0.0 -1.6 0.4
P -3.7021 -0.4333 -0.2318 1.1 -2.6 -0.5
C 2.2709 -0.1714 -0.8928 -0.5 1.7 -1.8
C 1.4964 -1.1381 -1.7517 -0.3 0.6 1.0
C 1.0186 -0.8012 -3.0219 -0.6 0.1 0.0
C 0.3804 -1.7608 -3.8174 -0.1 0.4 0.6
C 0.0962 -3.0427 -3.3039 1.5 1.5 1.1
C 0.4477 -3.3038 -1.9698 -0.1 -0.9 0.3
C 1.1637 -2.3833 -1.2197 -0.3 0.4 -0.2
Br -0.4620 -4.3655 -4.4262 -0.7 -0.9 -0.6
H 3.3691 -1.2075 0.7208 0.0 -0.2 -0.5
H 2.3692 0.8146 -1.3859 0.6 -0.8 -0.3
H 5.3926 -2.4278 0.3676 0.1 0.1 0.1
H 4.4447 0.6273 -2.5877 0.0 -0.1 0.3
H 7.4844 -2.8636 -0.8722 -0.1 0.3 -0.3
H 6.6150 0.0723 -3.6801 -0.2 -0.1 0.3
H 1.0496 0.2636 -3.2917 0.4 -0.7 -0.4
H 1.4376 -2.5426 -0.1850 0.2 -0.6 0.0
H 0.0560 -1.4960 -4.8150 0.1 -0.1 0.0
H 0.2644 -4.2864 -1.5104 -0.1 0.4 -0.5
P 0.0737 2.2792 0.6308 0.9 0.6 -1.6
C -4.2139 -2.1572 -0.5778 -1.4 -0.1 0.4
C -5.2942 -2.3443 -1.6463 -0.4 -0.2 -0.2
H -4.5579 -2.5798 0.3748 0.0 0.0 -0.2
H -3.3067 -2.7076 -0.8607 0.1 0.4 0.1
H -5.4199 -3.4113 -1.8734 0.1 0.3 0.1
H -6.2692 -1.9801 -1.3016 0.2 0.0 0.0
H -5.0671 -1.8422 -2.5916 0.1 -0.1 0.2
C -2.5875 -0.1710 -1.6329 0.3 1.0 -0.4
C -3.3248 0.6616 -2.6978 -0.2 0.4 -0.4
H -2.2812 -1.1465 -2.0377 -0.2 0.1 0.3
H -1.6789 0.3190 -1.2526 -0.2 0.0 -0.2
H -2.6749 0.9960 -3.5193 0.0 -0.2 0.4
H -4.1514 0.1011 -3.1577 0.3 0.1 0.2
H -3.7709 1.5614 -2.2541 0.2 -0.1 -0.1
C -2.9150 -0.5782 1.3881 0.3 1.0 0.5
C -3.9305 -0.2929 2.5110 -0.5 0.0 0.4
H -2.0883 0.1465 1.4110 -0.1 -0.2 0.0
H -2.4730 -1.5788 1.4903 -0.2 0.2 -0.3
H -3.5132 0.2994 3.3372 0.1 -0.1 -0.4
H -4.7917 0.2589 2.1038 0.2 -0.1 0.4
H -4.3043 -1.2131 2.9759 0.0 0.2 -0.3
C -0.9823 2.8586 2.0127 -0.1 -0.5 0.3
C -0.6214 4.2328 2.5662 -0.2 0.3 0.2
H -0.9607 2.0991 2.8034 -0.1 0.2 -0.1
H -2.0093 2.8565 1.6164 0.2 0.0 0.0
H 0.2341 4.1840 3.2487 -0.1 0.1 -0.3
H -0.4164 4.9634 1.7760 0.0 -0.1 0.1
H -1.4648 4.6245 3.1462 0.2 -0.1 -0.1
C -0.8730 2.9805 -0.7968 0.0 0.3 0.1
C -0.1255 2.9812 -2.1308 0.0 0.0 -0.2
H -1.1629 4.0093 -0.5226 0.0 -0.3 -0.1
H -1.8085 2.3990 -0.8958 0.3 0.3 0.2
H 0.7872 3.5964 -2.1045 -0.3 -0.2 0.0
H 0.1495 1.9561 -2.4204 0.0 0.3 0.1
H -0.7742 3.3951 -2.9197 0.3 -0.2 0.2
C 1.6942 3.1819 0.6712 -0.5 0.3 0.0
C 2.5038 2.7009 1.8830 0.4 0.0 0.0
H 1.5517 4.2739 0.6375 0.1 -0.3 0.2
H 2.2070 2.9024 -0.2678 -0.2 0.1 0.4
H 3.5372 3.0793 1.8388 -0.4 -0.2 0.0
H 2.1034 3.0243 2.8601 0.0 -0.1 -0.5
H 2.5411 1.5936 1.8556 0.2 0.5 0.2
C -0.7015 -1.7496 4.8258 0.1 -0.2 0.0
C -0.6492 -2.5843 3.6979 0.2 0.3 -0.5
C -0.1451 -2.0601 2.4967 -0.2 0.2 1.2
N 0.3286 -0.8055 2.4466 0.0 0.1 0.3
C 0.3436 -0.0103 3.5395 -0.6 -0.7 0.1
C -0.2307 -0.4344 4.7418 0.5 0.3 -0.1
H -1.0649 -2.1449 5.7806 0.0 0.2 -0.4
H -0.9876 -3.6209 3.7041 0.1 0.3 0.2
H -0.1245 -2.6417 1.5647 0.0 0.2 0.5
H 0.7836 0.9933 3.4244 -0.2 -0.7 0.1
H -0.2452 0.2799 5.5842 0.0 -0.7 -0.4

***

2.
16
Properties=species:S:1:pos:R:3:forces:R:3 method="wB97M-V/def2-TZVPD" orbital_gap_ev="7.5922 / 8.6962" spin_multiplicity=3 s2=2.00 e_homo_ev="-6.73 / -9.05" lumo_energy_ev="0.87 / -0.36"
C 0.2851 0.6575 2.7897 0.9 0.7 0.4
C 1.2066 1.3084 -1.0283 -1.3 0.2 -0.8
C -1.7676 -1.7994 -0.7684 4.6 -2.2 0.5
N 0.2598 0.1976 -1.1340 1.5 -0.9 -1.3
N -1.7974 -0.4347 -0.3582 -2.2 -0.7 0.6
N -0.9139 0.3876 -0.4943 1.4 1.0 -0.5
O -0.4888 1.5655 2.2550 -4.8 -1.3 -2.8
H 1.1119 1.2330 3.1672 1.3 -1.0 0.8
H 1.6525 1.5942 -2.0113 -0.9 0.2 0.6
H 0.6610 2.0512 -0.4534 -0.1 0.7 -0.7
H 2.0145 1.1216 -0.3968 1.5 -1.0 1.1
H -1.1613 -2.0696 -1.7029 -1.3 0.5 0.7
H -1.0835 -2.3678 0.0203 -1.0 1.2 -1.1
H -2.6581 -2.3688 -0.6300 -1.0 0.4 -0.5
H 0.5433 -0.5038 -1.8691 -1.2 0.5 1.4
H -1.2937 1.1109 1.7090 2.7 1.6 1.5

***

3.
15
Properties=species:S:1:pos:R:3:forces:R:3 method="wB97M-V/def2-TZVPD" orbital_gap_ev="10.3448 / 8.9192" spin_multiplicity=2 s2=0.76 e_homo_ev="-9.87 / -11.15" lumo_energy_ev="0.48 / -2.23"
Cl -2.5170 1.0484 -0.8038 0.0 0.4 -0.9
H -3.0586 0.5472 0.3750 -0.4 -0.1 0.1
C -3.1663 -0.0321 1.6670 0.3 -1.0 1.5
C -1.6875 -0.3029 1.8328 0.5 0.6 -0.2
C -1.1010 0.1016 3.1714 0.2 -0.4 -0.2
C 0.4682 0.2688 3.1713 -0.5 -0.2 -0.1
Cl 0.9352 0.5048 4.8657 0.2 0.0 -0.2
Cl 1.2188 -1.2125 2.5140 0.0 0.4 0.2
Cl 0.9905 1.6923 2.1942 -0.5 -0.6 0.4
F -1.3916 -0.9398 4.0441 0.0 0.7 0.4
H -3.6021 0.7479 2.3123 0.1 -0.2 -0.6
H -3.7451 -0.9714 1.6250 -0.1 0.8 -0.3
H -1.4428 -1.3355 1.5410 0.0 0.4 0.4
H -1.1222 0.3531 1.1784 0.0 0.0 -0.6
H -1.5142 1.0832 3.5020 0.2 -0.8 0.2